This record from the Open Molecules 2025 dataset describes a cluster of 2 separate species, C2H4N2O2P in total. The level of theory is the ωB97M-V functional and the def2-TZVPD basis.

The relative energy (zero: lowest compared OMol25 entry of this formula, charge and spin) is 99.57 kcal/mol. Its net charge is -1.

Each line ends with the natural charge from an NBO analysis.
Positions of all 11 atoms, in Å:
C1 -1.54 -0.76 -1.12  -0.073
C2 0.82 0.48 0.12  -0.395
N1 -1.86 -1.64 -1.82  -0.407
N2 1.13 -0.27 1.20  -0.764
O1 -1.29 1.95 -0.51  -1.128
O2 -1.36 0.34 1.46  -1.166
P1 -0.98 0.63 0.01  2.096
H1 1.62 0.74 -0.55  0.200
H2 0.87 -0.96 -2.14  -0.138
H3 0.50 -0.19 1.96  0.423
H4 2.08 -0.33 1.38  0.351